# 1
74
Properties=species:S:1:pos:R:3:forces:R:3 method="wB97M-V/def2-TZVPD" multiplicity=1 orbital_gap_ev=3.02 e_tot_ev=-190479.3828 fmax_ev_per_a=3.6
Br -5.730 2.468 -3.980 0.42 -0.23 0.04
C -4.047 1.683 -3.605 0.49 -0.67 0.50
C -3.951 0.306 -3.323 0.15 0.45 -0.26
C -2.723 -0.254 -2.973 0.38 0.35 -0.03
C -1.559 0.554 -2.847 -0.79 0.45 0.10
C -0.327 0.027 -2.301 0.50 -0.05 -2.10
C 0.875 0.694 -2.555 -0.43 -0.01 0.12
C 2.121 0.110 -2.425 -0.57 -0.13 0.76
C 3.337 0.824 -2.643 0.68 0.49 -0.62
C 4.513 0.070 -2.847 -0.23 0.28 -0.31
C 5.653 0.654 -3.384 -0.22 0.23 0.23
C 5.651 2.025 -3.680 -0.27 -0.46 0.16
Br 7.182 2.790 -4.497 -0.37 -0.10 0.23
C 4.531 2.819 -3.390 -0.10 -0.29 0.26
C 3.386 2.234 -2.853 0.32 -0.52 -0.26
C -1.679 1.931 -3.188 -0.30 -0.27 -0.21
C -2.901 2.484 -3.551 0.13 0.04 -0.05
H -4.850 -0.296 -3.354 0.14 -0.07 -0.06
H -2.626 -1.333 -2.822 -0.20 0.39 0.24
H -0.322 -0.998 -1.917 0.05 0.36 0.23
H 0.839 1.691 -3.004 -0.04 -0.43 0.38
H 2.177 -0.960 -2.215 0.06 0.24 0.17
H 4.478 -1.000 -2.645 0.09 0.24 -0.05
H 6.522 0.038 -3.566 0.07 0.14 -0.08
H 4.563 3.883 -3.589 -0.01 -0.07 0.04
H 2.518 2.854 -2.622 0.33 -0.16 -0.11
H -0.809 2.589 -3.172 -0.41 -0.18 0.22
H -2.977 3.550 -3.766 0.05 -0.32 0.03
C 4.286 -3.242 -0.587 0.10 -0.13 -0.04
C 3.038 -2.504 -0.190 -0.24 0.10 0.12
C 3.104 -1.161 0.196 -0.20 0.20 -0.02
C 1.962 -0.478 0.636 0.82 -0.33 -0.36
C 0.752 -1.149 0.747 -1.41 1.02 -0.31
B -0.554 -0.459 1.487 2.09 -2.19 1.96
C -0.367 -1.058 3.021 0.65 -0.13 0.32
C 0.299 -0.441 4.060 -0.58 -1.17 0.31
C -0.010 -1.047 5.333 -0.71 -0.56 -0.41
C -0.906 -2.100 5.236 1.18 0.71 -0.54
C -1.474 -2.915 6.331 -0.05 -0.23 0.19
S -1.240 -2.460 3.558 0.46 0.86 0.84
O -0.533 0.947 1.783 -0.68 1.23 -0.96
C -1.817 1.434 1.429 -0.25 -0.41 -0.14
C -2.326 2.450 2.429 -0.15 0.15 0.12
C -1.630 2.094 0.069 -0.12 0.01 -0.43
C -2.740 0.110 1.384 0.24 0.29 -0.44
C -3.345 -0.233 2.739 -0.32 0.35 0.46
C -3.859 0.139 0.345 -0.15 0.12 -0.03
O -1.825 -0.905 0.993 -0.54 0.62 -1.01
C 0.658 -2.468 0.312 0.64 -0.28 -0.27
C 1.791 -3.143 -0.157 -0.12 0.17 0.00
H 4.051 -4.265 -0.887 0.07 0.06 0.02
H 4.800 -2.759 -1.428 0.02 -0.08 0.11
H 4.996 -3.287 0.248 -0.10 -0.01 -0.18
H 4.061 -0.637 0.114 -0.15 -0.11 0.14
H 2.021 0.586 0.874 -0.03 -0.25 0.15
H 0.996 0.390 3.952 -0.45 -0.09 -0.11
H 0.387 -0.700 6.286 -0.16 -0.06 -0.12
H -1.170 -2.474 7.284 -0.14 -0.16 0.02
H -2.570 -2.944 6.273 0.24 -0.07 0.15
H -1.088 -3.939 6.276 -0.18 0.02 0.18
H -3.302 2.844 2.101 0.18 -0.13 0.15
H -2.429 2.004 3.420 0.04 0.16 -0.11
H -1.635 3.292 2.493 0.03 -0.03 0.01
H -2.534 2.573 -0.325 -0.01 -0.14 -0.02
H -0.849 2.865 0.135 -0.13 -0.19 0.16
H -1.278 1.342 -0.650 -0.21 0.30 0.47
H -4.181 0.445 2.969 0.14 -0.11 -0.07
H -3.735 -1.261 2.726 0.18 0.32 -0.09
H -2.610 -0.156 3.549 -0.24 -0.03 -0.18
H -4.401 1.095 0.377 0.05 -0.18 -0.10
H -3.462 -0.043 -0.663 -0.10 0.25 0.44
H -4.578 -0.662 0.570 0.15 0.16 -0.10
H -0.304 -2.979 0.361 0.17 0.07 0.01
H 1.706 -4.178 -0.493 0.09 0.18 0.11

# 2
82
Properties=species:S:1:pos:R:3:forces:R:3 method="wB97M-V/def2-TZVPD" multiplicity=1 de_lowest_ev=0.1946 orbital_gap_ev=6.13 total_charge=-2 e_tot_ev=-65150.3617 fmax_ev_per_a=1.0
Ba -0.071 0.346 0.104 0.14 0.97 -0.20
O -1.669 -3.854 -0.215 -0.01 0.01 -0.01
C -0.839 -3.011 0.130 0.02 -0.05 -0.01
O -0.375 -2.060 -0.584 0.02 -0.28 -0.02
C -0.241 -3.159 1.552 0.00 0.01 0.02
C 1.246 -2.786 1.599 0.02 0.01 -0.02
C 1.891 -3.312 2.893 0.00 -0.01 -0.01
C 1.381 -2.280 3.931 0.01 0.02 0.00
C 0.460 -1.417 3.061 0.02 -0.08 0.05
O 1.226 -1.368 1.832 -0.13 -0.09 0.10
C -0.799 -2.228 2.693 -0.03 -0.05 -0.02
C -2.049 -1.367 2.382 0.01 -0.03 0.00
O -3.114 -1.734 2.882 -0.02 0.03 0.00
O -1.856 -0.330 1.666 -0.21 -0.26 0.28
H -0.394 -4.201 1.830 0.01 0.00 0.00
H 1.791 -2.992 0.680 0.00 0.00 0.00
H 1.574 -4.333 3.111 0.00 0.00 0.00
H 2.980 -3.300 2.819 0.00 0.01 0.00
H 0.854 -2.733 4.771 0.00 0.00 0.00
H 2.200 -1.672 4.317 0.00 -0.01 0.00
H 0.285 -0.404 3.409 -0.02 0.00 -0.01
H -1.088 -2.854 3.537 -0.01 0.00 0.00
C 4.754 7.983 -1.878 -0.02 0.00 0.01
O 4.212 7.755 -0.597 0.00 -0.02 -0.02
C 4.847 6.827 0.186 0.01 0.02 0.00
C 6.138 6.373 -0.039 -0.02 0.00 -0.03
C 6.703 5.455 0.842 0.02 -0.09 0.04
C 5.988 4.954 1.918 -0.07 0.05 0.05
C 4.689 5.425 2.134 -0.06 0.10 -0.05
C 4.130 6.353 1.282 0.01 0.02 0.03
N 6.674 4.135 2.868 0.07 -0.13 -0.09
N 6.107 3.190 3.473 0.06 0.12 0.04
C 4.854 2.673 3.140 -0.07 -0.14 -0.01
C 4.068 2.308 4.236 0.07 0.02 -0.02
C 2.742 1.947 4.144 -0.03 0.01 -0.02
C 2.092 1.852 2.879 0.04 0.00 0.01
O 0.875 1.639 2.717 -0.04 -0.10 -0.04
C 2.990 1.987 1.711 -0.07 -0.02 0.06
N 2.434 1.648 0.537 0.17 0.02 -0.22
C 3.138 1.739 -0.568 0.10 0.03 0.02
C 4.484 2.126 -0.561 0.03 0.00 0.00
C 5.078 2.447 0.633 -0.01 0.04 0.00
C 4.328 2.424 1.828 0.00 -0.10 0.04
H 4.037 8.605 -2.408 0.00 0.00 0.00
H 4.886 7.044 -2.422 0.00 0.00 0.00
H 5.713 8.509 -1.825 0.00 -0.01 0.00
H 6.715 6.728 -0.881 0.01 -0.01 0.00
H 7.720 5.114 0.694 0.00 0.00 0.00
H 4.111 5.045 2.967 -0.01 0.05 -0.02
H 3.118 6.708 1.433 0.01 0.00 0.00
H 4.537 2.397 5.212 0.00 0.00 0.00
H 2.155 1.748 5.032 -0.01 0.00 -0.01
H 2.628 1.495 -1.496 0.00 0.02 0.00
H 5.046 2.154 -1.486 0.00 0.00 0.00
H 6.128 2.700 0.661 0.05 0.06 0.02
C -0.776 -0.789 -3.952 -0.01 0.00 0.01
C -0.707 0.713 -3.893 0.01 -0.03 0.00
C -0.974 1.493 -5.008 0.02 0.01 0.00
C -0.871 2.881 -4.855 0.00 -0.01 0.00
C -0.527 3.425 -3.648 0.01 0.00 0.01
C -0.268 2.577 -2.515 0.03 -0.07 -0.07
N -0.367 1.224 -2.711 0.02 -0.04 0.16
N 0.065 2.986 -1.297 -0.12 0.02 -0.05
Si 0.392 4.586 -0.821 -0.03 -0.02 -0.02
C 1.829 5.342 -1.795 0.01 0.02 0.02
C -1.082 5.774 -0.976 0.02 -0.02 0.01
C 0.880 4.634 0.990 0.03 -0.02 -0.01
H -1.087 -1.137 -4.939 0.00 0.00 0.00
H -1.461 -1.176 -3.198 0.01 0.00 0.00
H 0.199 -1.220 -3.715 0.00 0.00 -0.01
H -1.246 1.038 -5.951 0.00 0.01 0.00
H -1.067 3.536 -5.699 0.00 0.00 0.00
H -0.454 4.498 -3.534 -0.01 0.01 0.01
H 1.641 5.347 -2.872 0.01 0.00 0.01
H 2.728 4.746 -1.609 0.01 0.01 -0.02
H 2.038 6.366 -1.473 0.01 0.02 0.01
H -1.416 5.930 -2.004 0.01 -0.02 -0.02
H -0.821 6.749 -0.554 -0.01 0.00 -0.01
H -1.929 5.379 -0.409 0.00 0.01 0.00
H 1.952 4.458 1.110 -0.03 -0.02 0.00
H 0.361 3.868 1.570 -0.02 0.00 0.00
H 0.652 5.612 1.425 0.01 0.01 0.00

# 3
81
Properties=species:S:1:pos:R:3:forces:R:3 method="wB97M-V/def2-TZVPD" multiplicity=1 de_lowest_ev=2.2042 orbital_gap_ev="5.10 / 4.54" e_tot_ev=-88304.3326 fmax_ev_per_a=2.8
Cd -1.159 -3.125 0.721 0.53 0.61 1.60
C -1.432 -5.565 0.095 1.28 0.20 -0.79
C -0.411 -4.895 -0.560 -0.27 -2.43 0.22
C -0.456 -4.374 -1.967 0.16 0.99 -0.12
C -1.741 -3.565 -2.259 0.20 -0.32 -0.78
C -2.226 -2.690 -1.139 -0.05 1.03 -1.46
C -3.150 -3.109 -0.169 -1.24 -0.06 0.04
C -3.811 -4.470 -0.238 0.06 -0.44 0.58
C -2.841 -5.701 -0.362 -1.34 -0.39 0.19
C -1.015 0.708 2.022 -1.36 0.79 0.47
H -1.207 -6.289 0.885 0.42 0.84 0.19
H 0.585 -5.001 -0.121 -0.17 -0.18 -0.19
H -0.291 -5.172 -2.722 -0.18 0.22 0.50
H 0.409 -3.686 -2.057 -0.40 -0.25 -0.16
H -1.551 -2.941 -3.140 0.01 -0.02 0.16
H -2.553 -4.221 -2.568 -0.05 -0.26 -0.01
H -2.208 -1.631 -1.393 -0.14 -0.05 0.38
H -3.705 -2.312 0.329 -0.05 -0.22 -0.16
H -4.522 -4.547 -1.083 0.21 0.32 0.29
H -4.398 -4.618 0.690 0.24 0.18 -0.56
H -3.266 -6.448 0.328 -0.02 0.05 -0.55
H -2.922 -6.126 -1.375 0.28 0.16 0.28
H -1.400 0.284 2.967 0.16 0.41 -0.51
H -1.727 0.543 1.175 0.78 -0.24 0.72
H -0.689 1.790 2.098 0.03 -1.57 -0.08
P -0.811 1.611 -0.921 -1.25 1.82 -1.76
P 2.097 0.637 0.347 0.45 -0.76 -0.13
N -2.523 1.416 -1.452 -0.43 -1.11 0.29
N -0.564 2.802 -2.223 0.48 0.84 -0.49
N 1.531 -0.850 1.248 -1.26 -0.43 0.25
N 3.775 0.179 0.271 0.65 0.00 0.17
C 0.045 0.146 -1.641 -0.19 -0.27 -0.33
C 1.554 0.004 -1.309 0.14 -0.24 -0.51
C -3.611 1.537 -0.578 -0.18 -0.83 -0.90
C -4.748 1.018 -1.185 1.16 0.27 -0.27
C -4.370 0.604 -2.515 1.34 0.33 0.72
C -2.998 0.851 -2.643 -0.96 0.05 0.87
C -1.098 4.101 -2.141 0.80 -0.25 -0.81
C -0.813 4.795 -3.313 0.01 -0.98 0.53
C -0.096 3.896 -4.174 -0.24 -0.85 1.13
C 0.028 2.688 -3.481 -0.24 1.08 -0.06
C 0.708 -0.667 2.395 1.04 -0.77 0.11
C 0.320 -1.950 2.839 -0.26 0.60 -0.57
C 0.743 -2.913 1.842 1.03 0.54 0.40
C 1.499 -2.165 0.882 0.07 0.12 0.43
C 4.340 -1.071 -0.021 0.77 0.09 0.27
C 5.638 -1.117 0.467 -0.97 0.31 -0.39
C 5.905 0.159 1.075 -0.68 0.21 -0.37
C 4.763 0.923 0.936 0.41 -0.31 0.06
H -0.104 0.158 -2.735 0.07 -0.21 0.42
H -0.502 -0.737 -1.263 0.25 0.44 -0.01
H 1.828 -1.056 -1.412 -0.04 0.29 -0.23
H 2.153 0.557 -2.050 -0.14 -0.03 0.25
H -3.483 2.005 0.380 0.04 -0.06 0.17
H -5.724 0.930 -0.730 0.06 0.20 -0.10
H -5.020 0.176 -3.266 0.14 0.09 0.04
H -2.326 0.713 -3.475 -0.08 -0.01 -0.03
H -1.614 4.419 -1.252 -0.02 0.02 0.06
H -1.084 5.824 -3.536 0.04 -0.36 0.15
H 0.281 4.107 -5.169 -0.07 -0.11 0.25
H 0.500 1.769 -3.779 0.10 0.02 -0.09
H 0.934 0.201 3.016 -0.06 -0.04 -0.12
H -0.235 -2.164 3.749 0.23 0.06 -0.25
H 0.885 -3.987 2.053 -0.04 0.67 -0.25
H 2.105 -2.559 0.053 -0.61 0.28 0.58
H 3.801 -1.802 -0.609 0.19 0.14 0.13
H 6.326 -1.958 0.369 -0.31 0.36 0.02
H 6.845 0.476 1.528 -0.48 -0.08 -0.15
H 4.529 1.928 1.277 0.08 -0.38 -0.04
F 2.043 7.863 3.977 -0.01 -0.33 -0.09
C 2.095 6.538 3.733 0.03 -0.31 -0.02
C 1.539 5.633 4.646 0.03 -0.16 0.00
F 0.929 6.086 5.765 0.24 -0.04 -0.49
C 1.631 4.264 4.419 0.33 -0.04 -0.73
F 1.064 3.397 5.292 0.31 0.68 -0.27
C 2.307 3.737 3.282 -0.29 1.71 0.09
S 2.581 2.086 3.100 0.08 -1.45 0.19
C 2.790 4.689 2.338 -0.47 -0.23 0.65
F 3.338 4.247 1.175 -0.09 0.33 0.61
C 2.712 6.056 2.572 0.01 -0.02 0.05
F 3.253 6.928 1.689 -0.31 -0.28 0.37